Record 1
106
Properties=species:S:1:pos:R:3:lowdin_charge:R:1 method="wB97M-V/def2-TZVPD" orbital_gap_ev=6.30 charge=+1
C 1.11 -0.88 3.47 -0.1161
O 0.08 0.05 3.00 -0.2627
C 0.52 0.79 1.80 -0.2066
C -0.81 1.03 0.86 -0.1551
C -0.65 2.16 -0.31 -0.1850
C 0.72 2.04 -1.21 -0.1927
C 0.67 0.79 -2.31 -0.1216
C 1.98 -0.16 -2.02 0.0016
C 3.45 0.43 -2.54 -0.0411
C 3.63 1.87 -3.34 -0.1474
C 3.33 1.73 -4.98 -0.1629
C 3.32 0.16 -5.50 -0.2424
O 3.14 0.05 -6.98 -0.1332
C 4.78 -0.50 -2.20 0.0321
N 4.66 -1.83 -1.47 -0.2824
P 6.17 -2.75 -1.10 0.9017
C 6.65 -2.13 0.68 -0.2915
O 5.82 -4.45 -0.98 -0.3652
C 3.33 -2.42 -1.02 0.0621
C 1.91 -1.63 -1.27 0.0847
B 0.42 -2.24 -0.80 -0.4393
O 0.27 -2.60 0.62 0.0621
O -0.59 -2.40 -1.87 -0.0630
C -1.92 -1.94 -1.46 -0.0981
H 1.33 -0.74 4.63 0.1013
H 2.14 -0.82 2.91 0.0938
H 0.72 -2.00 3.36 0.1024
H 0.98 1.82 2.19 0.1500
H 1.35 0.25 1.17 0.1084
H -1.16 -0.03 0.49 0.0875
H -1.67 1.41 1.60 0.1234
H -0.75 3.24 0.20 0.1328
H -1.57 2.08 -1.05 0.1262
H 1.72 2.02 -0.59 0.1181
H 0.77 3.03 -1.88 0.1188
H -0.35 0.23 -2.35 0.1117
H 0.83 1.25 -3.40 0.1236
H 4.73 2.27 -3.24 0.1283
H 2.87 2.64 -2.90 0.1033
H 4.12 2.37 -5.61 0.1350
H 2.26 2.17 -5.25 0.1208
H 2.40 -0.43 -5.02 0.1294
H 4.36 -0.33 -5.19 0.1262
H 2.49 -0.70 -7.10 0.1044
H 5.89 -0.16 -2.50 0.1395
H 7.73 -2.53 0.99 0.0728
H 6.62 -0.96 0.75 0.0612
H 5.88 -2.53 1.48 0.0626
H 6.70 -4.94 -0.84 0.0986
H 3.34 -3.48 -0.47 0.1523
H -0.61 -2.31 1.00 0.1127
H -2.67 -2.26 -2.33 0.1295
H -2.03 -0.77 -1.37 0.0907
H -2.33 -2.46 -0.48 0.1216
C -1.33 1.32 7.95 -0.1812
C -0.72 0.66 6.74 -0.1903
C -1.81 0.82 5.71 -0.2096
O -2.51 2.03 6.03 -0.1421
C -2.10 2.47 7.33 -0.2058
H -0.59 1.66 8.69 0.1167
H -2.02 0.63 8.44 0.1190
H 0.18 1.21 6.43 0.1153
H -0.44 -0.38 6.91 0.1139
H -2.53 0.00 5.76 0.1191
H -1.42 0.88 4.69 0.0959
H -1.46 3.35 7.20 0.1171
H -2.98 2.75 7.92 0.1190
C -5.86 1.16 2.08 -0.1674
C -6.33 0.18 1.03 -0.1686
C -5.07 -0.03 0.21 -0.2079
O -3.96 0.13 1.11 -0.1726
C -4.45 0.69 2.34 -0.2003
H -6.48 1.16 2.98 0.1233
H -5.85 2.17 1.67 0.0996
H -6.63 -0.76 1.50 0.1191
H -7.16 0.55 0.43 0.1211
H -4.97 0.73 -0.57 0.1174
H -5.03 -1.02 -0.25 0.1120
H -4.43 -0.10 3.10 0.1204
H -3.79 1.50 2.66 0.1118
C -6.06 6.39 1.57 -0.1802
C -5.95 6.63 0.08 -0.1819
C -5.80 5.23 -0.45 -0.2073
O -6.52 4.36 0.44 -0.1561
C -6.86 5.11 1.62 -0.2061
H -6.54 7.21 2.11 0.1184
H -5.06 6.23 2.00 0.1177
H -6.87 7.09 -0.29 0.1195
H -5.11 7.28 -0.19 0.1162
H -4.76 4.91 -0.46 0.1125
H -6.20 5.12 -1.47 0.1183
H -7.93 5.31 1.60 0.1209
H -6.63 4.51 2.51 0.1140
C 4.92 -5.25 -4.08 -0.1979
C 4.34 -6.40 -3.30 -0.1925
C 4.06 -7.41 -4.39 -0.2000
O 5.03 -7.20 -5.42 -0.1290
C 5.71 -5.96 -5.16 -0.2004
H 5.53 -4.57 -3.48 0.0733
H 4.11 -4.66 -4.53 0.1168
H 5.10 -6.79 -2.61 0.1111
H 3.45 -6.14 -2.72 0.1121
H 3.07 -7.25 -4.83 0.1194
H 4.12 -8.44 -4.03 0.1217
H 6.72 -6.20 -4.81 0.1192
H 5.78 -5.37 -6.08 0.1203

---

Record 2
129
Properties=species:S:1:pos:R:3:lowdin_charge:R:1 method="wB97M-V/def2-TZVPD" orbital_gap_ev=2.33 charge=+1
C -3.36 -1.65 5.88 -0.1615
C -4.57 -1.38 4.97 -0.8236
I -6.39 -1.53 6.10 0.8384
C -4.55 -2.23 3.65 -0.6759
I -5.79 -3.99 3.89 0.9196
N -3.12 -2.58 3.29 -0.0519
C -2.65 -1.31 2.64 -0.0845
C -2.73 -1.71 1.16 -0.2340
C -3.23 -0.72 0.10 -0.1181
C -2.77 0.73 0.32 -0.1718
C -1.70 1.20 -0.71 -0.1514
C -0.76 2.24 -0.06 -0.0783
C -1.13 3.70 -0.38 -0.4408
F -0.01 4.43 -0.01 0.0862
F -1.21 3.84 -1.70 0.1285
C -2.30 4.31 0.47 -0.4043
F -2.46 3.55 1.59 0.0941
F -1.92 5.50 0.94 0.1371
S -3.96 4.53 -0.40 0.7982
F -4.26 5.80 0.55 -0.1447
F -4.68 3.62 0.74 -0.1824
F -3.83 3.21 -1.28 -0.1435
F -3.38 5.46 -1.47 -0.1192
F -5.41 4.73 -1.03 -0.1253
N -3.28 -3.11 1.04 0.0395
O -2.52 -3.64 -0.03 0.0144
C -3.05 -3.61 2.32 -0.3282
N -2.80 -4.82 2.70 -0.0469
C -2.79 -5.92 1.72 0.0306
C -2.53 -5.17 4.11 -0.1560
C -1.03 -5.04 4.49 -0.1520
C -0.62 -6.28 5.32 -0.1918
C 0.56 -5.98 6.29 -0.2480
C 0.16 -6.15 7.79 -0.2659
N 0.37 -4.93 8.59 -0.0117
H -3.18 -2.73 5.98 0.0629
H -3.48 -1.20 6.86 0.0693
H -2.48 -1.19 5.41 0.0741
H -4.50 -0.34 4.65 0.0694
H -5.03 -1.67 2.85 0.0903
H -3.25 -0.42 2.81 0.1232
H -1.67 -1.05 3.04 0.1347
H -1.66 -1.81 0.90 0.1501
H -2.82 -1.06 -0.86 0.1154
H -4.32 -0.83 0.05 0.1271
H -3.67 1.35 0.24 0.0984
H -2.40 0.92 1.34 0.0964
H -2.17 1.55 -1.63 0.1111
H -1.10 0.32 -0.93 0.1034
H -0.59 2.08 1.00 0.1208
H 0.23 2.11 -0.54 0.1139
H -1.69 -4.01 0.29 0.1085
H -3.48 -5.68 0.91 0.1069
H -1.79 -5.95 1.25 0.1022
H -2.99 -6.89 2.18 0.1091
H -3.11 -4.57 4.79 0.0553
H -2.82 -6.22 4.20 0.1204
H -0.92 -4.19 5.17 0.1034
H -0.38 -4.91 3.61 0.1161
H -1.47 -6.66 5.88 0.1040
H -0.27 -7.08 4.66 0.1129
H 0.91 -4.95 6.16 0.0977
H 1.41 -6.65 6.09 -0.0888
H -0.90 -6.40 7.89 0.1047
H 0.74 -6.97 8.23 0.0994
H -0.32 -4.23 8.34 0.0578
H 1.28 -4.56 8.35 0.0593
C 3.47 -2.39 -2.56 -0.0359
O 4.10 -1.65 -1.48 -0.2188
P 3.54 -0.22 -1.17 0.3475
O 2.11 -0.13 -0.89 -0.2000
O 4.03 0.67 -2.40 -0.2826
C 5.39 0.54 -2.85 -0.1627
O 4.49 0.23 0.06 -0.3623
C 4.26 1.54 0.61 -0.2483
H 4.20 -3.09 -2.95 0.1020
H 2.61 -2.92 -2.19 0.0943
H 3.17 -1.72 -3.38 0.0631
H 5.42 -0.05 -3.76 0.0777
H 6.03 0.06 -2.09 0.0853
H 5.79 1.53 -3.07 -0.0047
H 3.57 2.13 -0.02 0.0795
H 5.23 2.06 0.68 -0.0689
H 3.84 1.45 1.61 0.0952
C -1.95 10.26 1.64 -0.0214
C -2.00 10.70 0.19 -0.5658
O -1.58 11.79 -0.16 0.0018
N -2.53 9.83 -0.70 0.0258
C -3.07 8.50 -0.45 -0.0950
H -1.50 11.06 2.23 0.0743
H -2.95 10.07 2.02 0.0778
H -1.34 9.37 1.75 0.0763
H -2.54 10.18 -1.64 0.1443
H -2.51 7.78 -1.05 0.0419
H -4.12 8.49 -0.77 0.0848
H -3.02 8.23 0.60 0.0559
Br 3.33 -7.59 6.36 0.8148
F -1.95 6.74 -2.82 -0.7492
C 4.77 -2.08 -7.16 -0.0175
C 5.69 -0.90 -6.94 -0.3268
C 7.03 -1.04 -7.61 -0.0663
O 7.87 -0.24 -6.74 0.0902
C 7.30 -0.26 -5.52 -0.5552
O 7.80 0.13 -4.51 0.1458
O 6.05 -0.77 -5.56 0.0412
H 3.78 -1.86 -6.78 0.0502
H 4.70 -2.33 -8.21 0.0964
H 5.13 -2.96 -6.61 0.0952
H 5.19 0.03 -7.25 0.1536
H 7.04 -0.65 -8.62 0.1444
H 7.40 -2.06 -7.62 0.1423
C 0.18 2.04 -4.94 -0.1951
C -0.23 1.11 -6.08 -0.2011
C 1.05 0.69 -6.82 -0.2093
S 2.38 0.77 -5.61 0.6793
O 3.30 1.80 -5.99 -0.3057
O 2.82 -0.58 -5.30 -0.3569
C 1.37 1.37 -4.25 -0.2334
H -0.64 2.21 -4.24 0.1164
H 0.49 3.01 -5.34 0.1333
H -0.72 0.22 -5.67 0.1161
H -0.93 1.58 -6.76 0.1220
H 0.99 -0.32 -7.21 0.1031
H 1.30 1.38 -7.62 0.1109
H 1.95 2.05 -3.63 0.1022
H 1.05 0.50 -3.67 0.1003
Na 4.94 -0.99 2.07 0.5393
F 3.22 -9.24 7.29 -0.5760
Ca 5.82 2.67 -1.20 1.0300

---

Record 3
112
Properties=species:S:1:pos:R:3:lowdin_charge:R:1 method="wB97M-V/def2-TZVPD" orbital_gap_ev=9.02 smiles="C/C(Cl)=C(/Cl)[C@](CCO)(OC[C@H](C)C(C)C)O[C@@H](CCO[Si](C)(C)C)CN(CCCCCN)CC(=O)Br.COC(=O)OC.COC(=O)OC"
C -1.10 3.97 3.40 -0.0973
C -0.21 3.05 4.19 -0.7040
Cl -0.38 3.25 5.90 0.6821
C 0.66 2.15 3.72 -0.5737
Cl 1.60 1.20 4.82 0.7508
C 1.03 1.86 2.26 -0.5048
C 2.52 2.20 2.01 -0.0869
C 2.73 3.67 1.63 -0.2265
O 4.10 3.96 1.89 -0.0607
O 0.21 2.64 1.40 -0.1029
C 0.24 2.25 0.03 -0.1607
C -0.33 3.37 -0.84 -0.3059
C -1.61 4.00 -0.24 -0.0379
C -0.56 2.81 -2.26 -0.3803
C -1.83 1.92 -2.39 -0.0603
C -0.55 3.92 -3.32 -0.0657
O 0.90 0.50 1.93 -0.0584
C -0.16 -0.33 2.43 -0.2800
C -1.56 0.27 2.23 -0.0919
C -2.70 -0.72 2.08 -0.2509
O -2.92 -1.02 0.71 -0.2192
Si -4.03 -2.18 0.24 0.4095
C -4.74 -1.57 -1.37 -0.1530
C -5.37 -2.46 1.52 -0.1471
C -3.13 -3.78 -0.10 -0.2011
C 0.00 -1.69 1.71 -0.1236
N 1.41 -2.03 1.53 -0.1562
C 1.88 -3.15 2.35 -0.2041
C 2.32 -2.69 3.76 -0.1649
C 3.82 -2.45 3.92 -0.2068
C 4.46 -1.62 2.80 -0.2130
C 5.93 -1.26 3.08 -0.2900
N 6.90 -2.34 2.90 -0.0098
C 1.87 -2.06 0.17 -0.1807
C 1.76 -3.33 -0.66 -0.7714
O 2.51 -3.65 -1.46 0.0678
Br 0.21 -4.45 -0.31 0.8311
H -1.90 4.34 4.04 0.0666
H -0.54 4.85 3.06 0.0929
H -1.54 3.47 2.54 0.0513
H 3.10 2.03 2.91 0.0935
H 2.88 1.54 1.22 0.1285
H 2.50 3.84 0.57 0.1144
H 2.08 4.30 2.25 0.1256
H 4.30 4.83 1.54 0.0855
H 1.27 2.05 -0.28 0.1315
H -0.33 1.33 -0.13 0.1232
H 0.44 4.15 -0.91 0.1263
H -2.05 3.36 0.53 0.0635
H -1.41 4.98 0.20 0.0826
H -2.37 4.14 -1.01 0.0794
H 0.30 2.16 -2.48 0.1270
H -2.47 2.30 -3.19 0.0701
H -2.41 1.86 -1.47 0.0698
H -1.56 0.90 -2.66 0.0749
H -1.56 4.26 -3.57 0.0728
H -0.08 3.57 -4.25 0.0775
H 0.04 4.78 -2.99 0.0731
H -0.04 -0.52 3.50 0.1181
H -1.59 0.95 1.37 0.1105
H -1.78 0.89 3.10 0.1191
H -3.60 -0.23 2.48 0.1172
H -2.55 -1.63 2.67 0.1234
H -3.97 -1.01 -1.91 0.0303
H -5.02 -2.43 -2.00 0.0347
H -5.61 -0.92 -1.24 0.0275
H -5.17 -2.06 2.51 0.0237
H -5.51 -3.55 1.62 0.0335
H -6.32 -2.06 1.16 0.0301
H -3.72 -4.42 -0.75 0.0374
H -2.87 -4.32 0.81 0.0304
H -2.20 -3.54 -0.64 -0.0500
H -0.50 -1.63 0.74 0.1134
H -0.46 -2.46 2.32 0.1248
H 2.74 -3.61 1.85 0.1205
H 1.12 -3.93 2.45 0.0889
H 1.80 -1.76 4.01 0.0837
H 2.00 -3.45 4.48 0.1093
H 3.99 -1.91 4.86 0.1116
H 4.34 -3.42 4.02 0.1089
H 4.45 -2.18 1.85 0.0946
H 3.87 -0.72 2.62 0.1065
H 6.22 -0.47 2.38 0.1068
H 6.03 -0.88 4.10 0.1087
H 6.73 -3.10 3.55 0.0548
H 6.85 -2.71 1.96 0.0603
H 2.95 -1.83 0.14 0.1254
H 1.37 -1.27 -0.40 0.1412
C 5.60 -3.43 -8.01 -0.0422
O 5.26 -2.76 -6.79 0.0001
C 5.26 -3.55 -5.71 -0.6265
O 5.53 -4.73 -5.71 0.1222
O 4.93 -2.82 -4.66 0.0080
C 4.90 -3.55 -3.42 -0.0377
H 5.55 -2.67 -8.78 0.0920
H 6.60 -3.84 -7.95 0.0964
H 4.89 -4.23 -8.22 0.0964
H 5.88 -3.97 -3.20 0.0992
H 4.16 -4.34 -3.46 0.0912
H 4.62 -2.82 -2.66 0.0785
C -6.65 3.98 -0.96 -0.0365
O -7.45 3.11 -1.76 0.0045
C -6.77 2.47 -2.71 -0.6265
O -5.59 2.57 -2.92 0.1147
O -7.62 1.69 -3.38 0.0052
C -7.03 0.95 -4.45 -0.0321
H -7.33 4.42 -0.24 0.0934
H -5.87 3.42 -0.44 0.0940
H -6.19 4.75 -1.57 0.0969
H -6.26 0.29 -4.08 0.0896
H -6.61 1.63 -5.19 0.0980
H -7.84 0.38 -4.89 0.0944

---

Record 4
111
Properties=species:S:1:pos:R:3:lowdin_charge:R:1 method="wB97M-V/def2-TZVPD" orbital_gap_ev=9.86 smiles="COCCCCCCCN(c1ccccc1)S(=O)(=O)F.COCCOCCOC.COCCOCCOC.COCCOCCOC"
C -6.24 -1.10 -4.52 -0.1168
O -5.66 -2.19 -3.84 -0.1823
C -4.42 -1.87 -3.23 -0.2295
C -4.66 -1.28 -1.85 -0.1816
C -3.41 -1.18 -0.97 -0.1850
C -2.18 -0.49 -1.61 -0.1910
C -1.99 0.93 -1.08 -0.2015
C -2.96 1.94 -1.71 -0.1655
C -2.42 2.38 -3.06 -0.1963
N -3.50 2.62 -4.08 -0.1342
C -3.00 2.24 -5.42 -0.2715
C -1.86 2.84 -5.97 -0.0365
C -1.41 2.43 -7.22 -0.0589
C -2.10 1.42 -7.89 -0.0801
C -3.23 0.83 -7.34 -0.0616
C -3.68 1.24 -6.09 -0.0047
S -4.10 4.17 -3.99 0.6070
O -5.51 4.13 -4.05 -0.2365
O -3.48 4.86 -2.91 -0.2424
F -3.63 4.85 -5.31 -0.1217
H -5.93 -1.11 -5.57 0.0818
H -7.32 -1.21 -4.51 0.0891
H -6.01 -0.14 -4.06 0.0777
H -3.90 -1.15 -3.87 0.1030
H -3.82 -2.77 -3.18 0.1301
H -5.36 -1.96 -1.36 0.1180
H -5.19 -0.33 -1.96 0.0983
H -3.64 -0.65 -0.05 0.1079
H -3.13 -2.19 -0.69 0.1063
H -2.21 -0.50 -2.70 0.0940
H -1.30 -1.06 -1.31 0.1054
H -2.04 0.97 0.00 0.1033
H -0.99 1.25 -1.39 0.1097
H -3.06 2.80 -1.06 0.1060
H -3.95 1.51 -1.82 0.1061
H -1.73 3.22 -2.96 0.1198
H -1.84 1.56 -3.47 0.1170
H -1.36 3.61 -5.41 0.1181
H -0.54 2.92 -7.63 0.1051
H -1.74 1.10 -8.86 0.1025
H -3.75 0.04 -7.85 0.1038
H -4.55 0.79 -5.63 0.0863
C -1.45 3.83 6.56 -0.1110
O -1.65 4.24 5.23 -0.1952
C -0.94 3.43 4.31 -0.2127
C -1.50 3.59 2.91 -0.1854
O -2.67 2.81 2.68 -0.1395
C -3.88 3.29 3.27 -0.1787
C -4.47 4.48 2.56 -0.2061
O -3.82 5.68 2.96 -0.1972
C -4.08 6.74 2.08 -0.1088
H -0.39 3.88 6.83 0.0887
H -2.01 4.51 7.20 0.0877
H -1.82 2.81 6.72 0.0890
H -1.01 2.37 4.61 0.1263
H 0.11 3.74 4.32 0.1286
H -0.76 3.20 2.21 0.1093
H -1.66 4.64 2.66 0.1263
H -3.75 3.48 4.34 0.1236
H -4.58 2.46 3.17 0.1266
H -5.53 4.56 2.81 0.1289
H -4.37 4.35 1.47 0.1261
H -3.69 6.52 1.08 0.0881
H -3.57 7.62 2.46 0.0875
H -5.15 6.95 2.01 0.0883
C 3.52 -2.13 7.14 -0.1145
O 3.34 -1.70 5.81 -0.1990
C 4.03 -2.53 4.89 -0.2042
C 3.49 -2.34 3.49 -0.1782
O 2.30 -3.06 3.24 -0.1384
C 1.11 -2.54 3.82 -0.1800
C 0.57 -1.31 3.12 -0.2024
O 1.27 -0.15 3.54 -0.1922
C 1.06 0.93 2.66 -0.1088
H 4.58 -2.12 7.42 0.0877
H 2.98 -1.44 7.78 0.0873
H 3.11 -3.14 7.28 0.0883
H 3.93 -3.58 5.17 0.1297
H 5.09 -2.26 4.90 0.1291
H 4.23 -2.75 2.79 0.1203
H 3.37 -1.28 3.25 0.1251
H 1.23 -2.36 4.88 0.1233
H 0.37 -3.34 3.70 0.1272
H -0.49 -1.19 3.36 0.1295
H 0.68 -1.44 2.03 0.1275
H 1.45 0.70 1.66 0.0929
H 1.60 1.79 3.06 0.0910
H 0.00 1.18 2.60 0.0701
C 9.08 -2.22 -0.81 -0.1151
O 7.84 -2.81 -1.10 -0.1987
C 7.72 -3.17 -2.46 -0.2085
C 6.60 -4.16 -2.66 -0.1841
O 6.96 -5.50 -2.35 -0.1288
C 7.04 -5.83 -0.97 -0.1828
C 5.69 -5.98 -0.29 -0.2093
O 5.16 -4.72 0.06 -0.2007
C 3.78 -4.78 0.34 -0.1076
H 9.24 -1.31 -1.40 0.0875
H 9.09 -1.95 0.25 0.0871
H 9.90 -2.92 -0.99 0.0884
H 8.66 -3.61 -2.82 0.1288
H 7.51 -2.26 -3.05 0.1274
H 6.36 -4.18 -3.73 0.1267
H 5.70 -3.85 -2.13 0.1230
H 7.67 -5.12 -0.43 0.1226
H 7.54 -6.80 -0.94 0.1267
H 5.82 -6.57 0.62 0.1278
H 5.01 -6.51 -0.97 0.1293
H 3.22 -5.10 -0.54 0.0896
H 3.45 -3.78 0.62 0.0777
H 3.59 -5.46 1.18 0.0926

---

| no. | energy (eV) | HOMO (eV) |
| --- | --- | --- |
| 1 | -64054.19133 | -10.775 |
| 2 | -234095.70677 | -7.120 |
| 3 | -162674.48667 | -8.653 |
| 4 | -73828.65244 | -9.289 |